one | DFT (ωB97M-V/def2-TZVPD) results for one molecule with the formula C16H26N2O2.

Its spin multiplicity is 1. The molecular weight is 278.4 Da. Its structure (SMILES) is COc1ccc(CN(C)C2CCN(C)CC2)cc1OC. The net charge is 0. For the LUMO energy, the calculation gives 0.825 eV. As for the HOMO energy: -7.8291 eV.

```
46
Properties=species:S:1:pos:R:3:mulliken_charge:R:1
C -4.61120 -2.35035 0.36108 -0.95
O -4.11478 -1.16397 -0.20198 -0.42
C -2.94681 -0.65620 0.28856 1.02
C -2.19776 -1.21461 1.30776 -0.60
C -1.01481 -0.61746 1.72616 -1.14
C -0.56748 0.54604 1.13404 -0.26
C 0.70078 1.22827 1.58120 -1.17
N 1.45113 1.78123 0.46309 0.45
C 2.09316 3.03645 0.78844 -1.26
C 2.33121 0.85423 -0.23856 -0.50
C 1.55951 -0.32165 -0.83926 -0.12
C 2.51084 -1.18767 -1.67661 -1.40
N 3.65096 -1.69024 -0.93541 0.10
C 3.32961 -2.76971 -0.02752 -0.87
C 4.37579 -0.59805 -0.31817 -1.21
C 3.51199 0.29948 0.57835 -0.12
C -1.32352 1.12121 0.11534 -0.08
C -2.49734 0.53756 -0.31981 1.01
O -3.29067 1.02503 -1.31609 -0.46
C -2.88485 2.20142 -1.96779 -0.87
H -3.91403 -3.18487 0.22720 0.36
H -5.53486 -2.56555 -0.17411 0.23
H -4.83166 -2.23136 1.42764 0.37
H -2.52013 -2.12432 1.78889 0.38
H -0.44674 -1.07727 2.52235 0.37
H 1.29654 0.53605 2.19470 0.20
H 0.41739 2.06237 2.23219 0.54
H 2.81467 2.96734 1.61663 0.43
H 2.61593 3.40933 -0.09168 0.33
H 1.32803 3.76323 1.06389 0.40
H 2.75262 1.43165 -1.07422 0.36
H 1.11795 -0.92648 -0.04788 0.14
H 0.74777 0.04822 -1.46514 0.27
H 1.96950 -2.03875 -2.09595 0.49
H 2.90339 -0.59173 -2.50775 0.38
H 2.87439 -3.57900 -0.59766 0.30
H 2.64270 -2.49396 0.78478 0.28
H 4.25447 -3.13878 0.41541 0.31
H 5.20651 -1.01607 0.25623 0.46
H 4.79615 0.00876 -1.12789 0.36
H 3.14460 -0.28190 1.42570 0.18
H 4.12536 1.11486 0.96550 0.38
H -0.94902 2.02669 -0.33250 0.41
H -3.64275 2.39389 -2.72576 0.24
H -2.83986 3.05066 -1.27751 0.34
H -1.91038 2.07934 -2.45269 0.34
```



two | DFT (ωB97M-V/def2-TZVPD) results for one molecule with the formula C16H26N2O2.

Its spin multiplicity is 1. The molecular weight is 278.4 Da. Its structure (SMILES) is CCCCC(O)(CCCC)C(=O)NNc1ccccc1. The net charge is 0. For the LUMO energy, the calculation gives 0.714 eV. As for the HOMO energy: -8.1392 eV.

```
46
Properties=species:S:1:pos:R:3:mulliken_charge:R:1
C -5.37817 -2.81412 -0.11309 -1.42
C -3.90841 -2.43333 0.01688 -0.10
C -3.72337 -1.23288 0.94363 -0.87
C -2.26451 -0.82439 1.14191 -1.04
C -1.50570 -0.32840 -0.09835 1.55
O -1.18421 -1.38895 -0.99418 -0.69
C -2.27912 0.69779 -0.94908 -1.41
C -2.55050 2.04270 -0.26769 -0.82
C -1.54424 3.12380 -0.65987 0.10
C -1.84233 4.44276 0.04205 -1.46
C -0.19810 0.32488 0.39165 -0.53
O -0.06344 0.87870 1.46638 -0.69
N 0.79382 0.24198 -0.51454 0.34
N 2.02506 0.87340 -0.31864 -0.77
C 3.15990 0.08300 -0.12479 0.58
C 3.24165 -1.21785 -0.61580 -0.26
C 4.41984 -1.93155 -0.49493 -0.66
C 5.52873 -1.36406 0.10733 -0.51
C 5.45062 -0.06979 0.59683 -0.54
C 4.27801 0.64951 0.48613 -0.40
H -5.95194 -1.98727 -0.52627 0.34
H -5.49436 -3.67319 -0.76968 0.39
H -5.79602 -3.06615 0.85944 0.35
H -3.35116 -3.28534 0.41559 0.26
H -3.50641 -2.20437 -0.97105 0.29
H -4.13129 -1.48369 1.92635 0.50
H -4.29662 -0.38571 0.56507 0.24
H -2.21348 -0.03140 1.88974 0.39
H -1.70629 -1.67498 1.54892 0.70
H -0.95886 -2.17110 -0.47798 0.49
H -1.69992 0.85660 -1.86179 0.46
H -3.21329 0.22497 -1.25037 0.57
H -2.53115 1.92234 0.81540 0.27
H -3.54971 2.38752 -0.54279 0.51
H -0.53706 2.80024 -0.39525 -0.05
H -1.57474 3.27179 -1.74239 0.33
H -2.84352 4.79024 -0.20455 0.35
H -1.77741 4.31796 1.12036 0.33
H -1.12944 5.20666 -0.25927 0.41
H 0.61815 -0.16051 -1.42495 0.40
H 1.91616 1.60375 0.38180 0.31
H 2.38309 -1.67584 -1.08373 0.34
H 4.46884 -2.94139 -0.87556 0.36
H 6.44578 -1.92576 0.19866 0.37
H 6.30859 0.38004 1.07438 0.35
H 4.21573 1.65633 0.87278 0.34
```



How far above the most stable structure does each one sit? In hartree: one 0.0506; two 0.0000.



one | DFT (ωB97M-V/def2-TZVPD) results for a 8-piece molecular cluster, C29H81N7O8 overall.

Its spin multiplicity is 1. The molecular weight is 656.0 Da. Its structure (SMILES) is COC[C@H](C)N.COC[C@H](C)N.COC[C@H](C)N.COC[C@H](C)N.COC[C@H](C)N.COC[C@H](C)N.COC[C@H](C)N.CO. The net charge is 0. For the LUMO energy, the calculation gives 0.661 eV. As for the HOMO energy: -8.5717 eV.

```
125
Properties=species:S:1:pos:R:3:mulliken_charge:R:1
C 3.98329 2.44278 -3.47437 -0.76
O 4.30679 2.01406 -2.15783 -0.48
C 3.67759 0.82882 -1.84922 -0.38
C 4.02978 0.28522 -0.41542 0.79
C 5.37254 -0.39184 -0.22947 -1.60
N 3.09734 -0.68875 0.14187 -0.07
H 4.37767 1.70259 -4.17057 0.34
H 4.56055 3.32088 -3.76385 0.28
H 2.92730 2.69574 -3.56917 0.25
H 2.62192 1.01445 -2.04718 -0.03
H 3.87611 0.05775 -2.59363 0.50
H 4.01839 1.15429 0.24237 -0.06
H 6.13104 0.15754 -0.78711 0.43
H 5.38998 -1.44719 -0.50158 0.26
H 5.73560 -0.28614 0.79283 0.41
H 2.97949 -1.52337 -0.41456 -0.02
H 3.33978 -0.97183 1.08060 0.29
C 0.82425 -1.06551 -3.15230 -0.73
O 1.05740 -2.39447 -3.53846 -0.46
C 0.79968 -2.62980 -4.92706 -0.85
C 0.83610 -4.15943 -5.25116 0.42
C 2.28679 -4.74726 -5.14539 -1.06
N 0.38809 -4.58734 -6.57119 -0.63
H 1.07935 -0.28007 -3.86372 0.47
H 1.32269 -0.80648 -2.21819 -0.18
H -0.23925 -0.88138 -3.00008 0.36
H -0.22342 -2.40640 -5.22949 0.29
H 1.42037 -2.05159 -5.61152 0.29
H 0.21384 -4.64715 -4.50082 0.12
H 2.65515 -4.57010 -4.13494 0.14
H 2.99187 -4.34538 -5.87303 0.42
H 2.34600 -5.83163 -5.05209 0.32
H -0.53752 -4.27953 -6.83308 0.27
H 1.04856 -4.22287 -7.24278 0.28
C -2.24977 2.98016 3.04860 -0.47
O -2.00065 4.14432 3.79745 -0.48
C -2.64299 5.36085 3.34096 -0.66
C -2.38142 6.44306 4.37299 0.86
C -3.21987 6.29697 5.65044 -1.66
N -2.78638 7.68122 3.82393 -0.75
H -3.32062 2.77888 3.07768 0.49
H -1.64280 2.16679 3.44625 0.19
H -2.05261 3.18273 1.99589 -0.03
H -2.17265 5.62679 2.39429 0.11
H -3.72381 5.26759 3.23500 0.51
H -1.31719 6.46373 4.60771 0.14
H -3.07458 5.29405 6.05186 0.35
H -4.26687 6.57027 5.51939 0.40
H -2.86782 6.92587 6.46814 0.43
H -2.70436 8.39262 4.53616 0.30
H -2.06077 7.93548 3.16900 0.25
C 2.07337 5.14898 -1.05035 -0.77
O 1.06413 4.31348 -0.44342 -0.19
C 0.48129 4.82337 0.74480 -0.53
C 1.36299 4.63466 2.07062 0.67
C 1.70685 3.21988 2.40378 -0.98
N 0.83042 5.24203 3.29220 -0.71
H 2.13794 4.82288 -2.08842 0.20
H 3.07868 4.94888 -0.67967 0.32
H 1.84768 6.21497 -1.07920 0.36
H 0.37585 5.89434 0.57161 0.50
H -0.52692 4.45514 0.93461 -0.26
H 2.29530 5.16138 1.86702 0.37
H 0.87415 2.51746 2.36749 0.05
H 2.18856 3.07618 3.37093 0.47
H 2.36733 2.86860 1.61100 0.02
H 0.52304 6.19358 3.15012 0.30
H -0.03513 4.78221 3.53612 0.18
C 0.93834 -7.76884 -2.27834 -0.74
O 1.91202 -6.85218 -1.78733 -0.38
C 1.47247 -5.52310 -1.57957 0.33
C 2.61619 -4.50839 -1.19066 -0.16
C 3.23845 -4.77734 0.20880 -1.58
N 2.12877 -3.20337 -1.25930 0.13
H 0.64153 -7.57962 -3.30995 0.24
H 0.03731 -7.71867 -1.66703 0.32
H 1.26965 -8.80200 -2.17391 0.30
H 1.05548 -5.18047 -2.52657 -0.34
H 0.67034 -5.46559 -0.84379 0.45
H 3.35055 -4.61583 -1.98895 0.48
H 3.77026 -5.72874 0.19915 0.40
H 2.38513 -4.70486 0.88311 0.27
H 3.96321 -4.02707 0.52488 0.36
H 1.75000 -3.02932 -2.17926 0.48
H 1.39989 -3.14442 -0.56262 -0.11
C -7.23833 -1.52023 -0.52177 -0.82
O -5.78517 -1.37146 -0.34932 -0.31
C -5.35811 -0.02063 -0.48312 -1.03
C -3.88781 0.11762 -0.08166 1.21
C -3.59372 1.64749 -0.04677 -0.99
N -3.06032 -0.44068 -1.14557 -0.69
H -7.64273 -0.99661 -1.38801 0.32
H -7.83739 -1.17157 0.31945 0.33
H -7.53727 -2.56580 -0.59611 0.28
H -5.55935 0.51183 -1.41269 0.42
H -6.01963 0.53044 0.18533 0.43
H -3.61855 -0.28090 0.89650 0.04
H -3.79794 2.16499 -0.98409 0.40
H -2.56344 1.88429 0.21886 -0.38
H -4.20629 2.16459 0.69178 0.49
H -2.11116 -0.53341 -0.81302 -0.08
H -3.33639 -1.38879 -1.35762 0.34
C -2.74708 -1.88752 4.80906 -0.53
O -1.72404 -2.59753 4.07651 -0.39
C -1.68304 -2.36507 2.64268 -0.37
C -0.47827 -3.06320 2.00809 0.32
C 0.80013 -2.39796 2.57317 -1.23
N -0.46020 -3.03281 0.60641 0.07
H -2.71784 -1.99699 5.89316 0.27
H -3.75797 -2.13278 4.48343 0.31
H -2.65740 -0.83816 4.52817 0.10
H -2.63147 -2.57888 2.14989 0.49
H -1.51665 -1.29383 2.52928 -0.19
H -0.57152 -4.12148 2.25189 0.53
H 0.98813 -2.82093 3.56002 0.47
H 0.69939 -1.31687 2.66899 0.23
H 1.68851 -2.66819 2.00233 0.14
H -1.38253 -3.21788 0.23878 0.35
H -0.28297 -2.08385 0.30951 -0.50
C 0.15791 1.35083 -0.40165 0.53
O 0.24678 -0.05493 -0.04318 0.55
H -0.32577 1.26423 -1.37461 0.51
H -0.27386 2.03685 0.32709 -1.17
H 1.14667 1.69352 -0.70665 -0.12
H 1.18160 -0.26594 0.01339 -0.32
```



two | DFT (ωB97M-V/def2-TZVPD) results for a 8-piece molecular cluster, C29H81N7O8 overall.

Its spin multiplicity is 1. The molecular weight is 656.0 Da. Its structure (SMILES) is COC[C@H](C)N.COC[C@H](C)N.COC[C@H](C)N.COC[C@H](C)N.COC[C@H](C)N.COC[C@H](C)N.COC[C@H](C)N.CO. The net charge is 0. For the LUMO energy, the calculation gives 0.564 eV. As for the HOMO energy: -8.7010 eV.

```
125
Properties=species:S:1:pos:R:3:mulliken_charge:R:1
C 6.20192 -3.55517 4.08467 -0.77
O 4.91170 -3.11766 4.39323 -0.30
C 3.96847 -3.21333 3.32782 -0.59
C 2.62918 -2.69074 3.87594 0.06
C 2.14029 -3.55183 5.09082 -1.52
N 1.62365 -2.56995 2.81112 -0.18
H 6.63289 -2.88013 3.33995 0.29
H 6.18093 -4.52301 3.59261 0.33
H 6.75377 -3.56822 5.02213 0.24
H 4.30095 -2.55884 2.47981 0.40
H 3.80389 -4.25021 2.96615 0.39
H 2.90686 -1.73613 4.32813 0.33
H 1.21873 -3.13956 5.44900 0.27
H 2.88143 -3.57974 5.90330 0.39
H 1.89158 -4.55321 4.76456 0.37
H 1.70383 -3.44197 2.26878 0.22
H 1.89854 -1.85490 2.15034 -0.03
C -1.05992 -0.12777 6.02169 -0.43
O -2.09241 -1.04532 5.62652 -0.39
C -1.85599 -1.79149 4.43366 -0.37
C -1.89322 -0.93112 3.12588 1.63
C -3.15574 -0.14273 2.99253 -1.47
N -1.55919 -1.72832 1.97090 -0.51
H -0.93796 0.60538 5.21282 0.10
H -0.08040 -0.52286 6.30841 0.22
H -1.35598 0.44125 6.92829 0.29
H -0.85550 -2.28374 4.40443 -0.06
H -2.63084 -2.55467 4.43436 0.37
H -1.09632 -0.18847 3.29064 -0.73
H -3.06477 0.61408 2.19635 0.02
H -3.30121 0.48386 3.86646 0.37
H -3.96789 -0.85525 2.83653 0.46
H -2.36549 -2.23456 1.57294 0.29
H -0.82787 -2.42245 2.25481 0.13
C -2.74744 3.69270 3.18583 -0.30
O -3.10547 4.13963 1.91902 -0.49
C -2.28857 3.56847 0.93824 1.84
C -2.64894 4.07859 -0.42017 -0.15
C -1.78029 3.44149 -1.46739 -0.32
N -2.44718 5.49781 -0.54937 -0.73
H -3.59623 3.99635 3.82426 0.29
H -1.85879 4.20623 3.53677 0.24
H -2.66250 2.61450 3.30913 -0.07
H -1.25250 3.90398 1.07623 -1.00
H -2.43014 2.47027 0.93080 -0.66
H -3.66596 3.73931 -0.59981 0.43
H -2.20291 3.52486 -2.47455 0.37
H -1.70972 2.37464 -1.24460 -0.48
H -0.77309 3.85043 -1.45868 0.16
H -1.49016 5.75751 -0.39893 0.22
H -3.02922 6.03545 0.11414 0.35
C -0.72929 -4.11405 -4.46411 -0.86
O 0.05992 -3.15657 -3.82760 0.03
C 0.18234 -3.29385 -2.44355 -0.11
C 1.68595 -3.48790 -1.98916 0.55
C 2.33388 -4.74000 -2.53206 -1.74
N 1.77557 -3.48410 -0.52641 -0.44
H -1.80984 -4.06702 -4.25546 0.19
H -0.49209 -5.13909 -4.23837 0.43
H -0.67224 -3.88837 -5.51392 0.21
H -0.25103 -2.43288 -1.96954 -0.52
H -0.35668 -4.18400 -2.08194 0.67
H 2.31953 -2.68732 -2.41467 -0.02
H 3.38082 -4.71259 -2.23534 0.41
H 2.38714 -4.81292 -3.60327 0.35
H 1.76362 -5.64451 -2.21321 0.37
H 1.21682 -4.24600 -0.18698 0.32
H 1.49644 -2.60007 -0.10289 0.03
C 2.42887 -1.43193 -5.45938 -0.53
O 2.09529 -0.06114 -5.28382 -0.46
C 1.67029 0.18343 -3.94453 -0.31
C 1.18306 1.64003 -3.77164 1.69
C -0.11832 1.95754 -4.56414 -1.11
N 2.33288 2.42775 -4.15689 -0.73
H 2.88819 -1.41837 -6.45323 0.35
H 1.59779 -2.11909 -5.31709 0.04
H 3.19183 -1.67194 -4.71694 0.28
H 0.85648 -0.52377 -3.67151 -0.12
H 2.51064 -0.03276 -3.27629 0.43
H 0.99492 1.75502 -2.67205 -0.66
H -0.84305 1.12311 -4.47073 -0.10
H 0.07451 1.89587 -5.63884 0.36
H -0.50907 2.88251 -4.20328 0.41
H 2.61184 2.16386 -5.10342 0.30
H 2.10399 3.42153 -4.11544 0.28
C -5.02912 -2.70402 -4.07177 -0.79
O -4.53652 -1.70180 -3.21646 -0.34
C -3.16794 -1.45293 -3.46879 -0.52
C -2.72525 -0.26791 -2.59769 2.31
C -2.96133 -0.54578 -1.09465 -1.25
N -3.46025 0.91152 -2.98785 -0.44
H -6.04503 -2.90587 -3.75815 0.30
H -4.42464 -3.61525 -4.11675 0.26
H -4.99845 -2.30284 -5.09611 0.32
H -2.52842 -2.34110 -3.33543 -0.31
H -3.08594 -1.13705 -4.50396 0.62
H -1.64482 -0.07932 -2.78912 -1.14
H -2.64193 0.30368 -0.50029 -0.42
H -2.44223 -1.47062 -0.78004 0.18
H -4.00343 -0.66605 -0.91222 0.62
H -3.15413 1.21985 -3.86535 0.32
H -4.43672 0.68462 -3.04833 0.28
C 2.07948 2.03330 2.91697 -0.48
O 2.31329 3.39234 2.58035 -0.46
C 1.77851 3.82764 1.32642 0.64
C 1.92442 5.36686 1.22536 0.24
C 1.25699 6.05452 2.37885 -1.34
N 1.29321 5.72169 -0.02769 -0.41
H 2.45849 1.87569 3.90790 0.36
H 2.47163 1.30921 2.19429 0.23
H 0.98461 1.91707 2.96065 0.14
H 2.26927 3.35802 0.46871 0.44
H 0.68552 3.59866 1.32305 -0.69
H 3.02114 5.53577 1.25909 0.29
H 1.70499 5.71428 3.31123 0.34
H 0.20351 5.78567 2.49512 0.15
H 1.32248 7.13648 2.33849 0.41
H 1.71160 5.14663 -0.76061 0.15
H 1.44414 6.69575 -0.26694 0.27
C 0.68178 0.33448 -0.55379 -0.03
O 0.64539 -0.54067 0.55239 0.54
H 0.03295 -0.06832 -1.33643 -0.45
H 0.33869 1.33713 -0.28901 0.02
H 1.72303 0.28152 -0.87319 0.44
H -0.27875 -0.66672 0.88292 -0.31
```



How far above the most stable structure does each one sit? In hartree: one 0.0626; two 0.0000.



one | DFT (ωB97M-V/def2-TZVPD) results for one molecule with the formula C3H5BrO.

Its spin multiplicity is 1. The molecular weight is 137.0 Da. Its structure (SMILES) is C[C@H](Br)C=O. The net charge is 0. For the LUMO energy, the calculation gives 0.610 eV. As for the HOMO energy: -10.1024 eV.

```
10
Properties=species:S:1:pos:R:3:mulliken_charge:R:1
C 0.79361 0.27770 0.92252 -1.02
C -0.09484 -0.52874 -0.09519 0.02
Br 1.07681 -1.34495 -1.39033 -0.12
C -1.17390 0.31255 -0.96977 -0.06
O -2.32434 0.62567 -0.80528 -0.41
H 1.86616 0.51326 0.70501 0.33
H 0.78753 -0.40995 1.82228 0.26
H 0.36468 1.17754 1.29507 0.33
H -0.53540 -1.35966 0.43513 0.39
H -0.76030 0.73657 -1.91943 0.29
```



two | DFT (ωB97M-V/def2-TZVPD) results for a 2-piece molecular cluster, C3H5BrO overall.

Its spin multiplicity is 1. The molecular weight is 137.0 Da. The net charge is 0. For the LUMO energy (alpha / beta), the calculation gives 0.281 / 0.346 eV. As for the HOMO energy (alpha / beta): -8.2773 / -8.0088 eV.

```
10
Properties=species:S:1:pos:R:3:mulliken_charge:R:1
C 0.48110 1.89740 -0.00923 0.10
C 0.35599 -0.78745 0.40831 -0.51
C -0.93440 -1.04176 -0.28371 -0.65
O -0.12735 2.91296 -0.16496 -0.35
Br 2.15043 -1.13931 -0.09111 -0.12
H 1.48541 1.74319 0.10807 0.25
H 0.42267 -0.57248 1.47330 0.43
H -0.82092 -1.06550 -1.43694 0.27
H -1.51121 -0.14516 -0.10464 0.24
H -1.50172 -1.80189 0.10090 0.34
```



How far above the most stable structure does each one sit? In hartree: one 0.0000; two 0.1179.